Entry 1:
Below is a molecular structure, C33H38N4O4SSiYb, with properties calculated with ωB97M-V/def2-TZVPD.

XYZ file:
```
82
Properties=species:S:1:pos:R:3
Yb 0.684 -0.247 0.560
C -2.303 -3.296 4.236
C -2.356 -1.941 3.521
C -3.148 -1.954 2.229
C -4.537 -1.856 2.290
C -5.304 -1.762 1.141
C -4.673 -1.744 -0.094
C -3.291 -1.849 -0.200
C -2.648 -1.853 -1.564
C -2.375 -3.269 -2.080
C -2.529 -1.987 0.971
N -1.105 -2.039 0.906
C -0.534 -3.145 1.231
C 0.847 -3.224 1.572
C 1.581 -4.339 1.974
C 2.809 -3.849 2.436
C 2.745 -2.457 2.295
N 1.574 -2.070 1.765
H -1.778 -3.210 5.191
H -1.780 -4.043 3.637
H -3.312 -3.671 4.433
H -1.349 -1.576 3.331
H -2.827 -1.215 4.189
H -5.013 -1.819 3.267
H -6.383 -1.673 1.206
H -5.259 -1.638 -1.003
H -1.716 -1.293 -1.537
H -3.313 -1.335 -2.258
H -1.637 -3.773 -1.455
H -1.977 -3.243 -3.097
H -3.296 -3.861 -2.079
H -1.127 -4.056 1.316
H 1.250 -5.370 1.932
H 3.637 -4.416 2.843
H 3.489 -1.723 2.582
C 4.395 2.391 -4.761
Si 3.894 2.965 -3.053
C 2.270 3.867 -3.163
C 5.171 4.212 -2.475
C 4.002 1.504 -1.879
C 5.199 1.258 -1.218
C 5.339 0.168 -0.362
C 4.224 -0.607 -0.133
N 3.049 -0.404 -0.735
C 2.947 0.587 -1.646
S 1.475 0.651 -2.578
H 4.418 3.231 -5.468
H 3.686 1.642 -5.136
H 5.392 1.935 -4.734
H 2.444 4.841 -3.640
H 1.834 4.036 -2.173
H 1.544 3.302 -3.752
H 5.097 5.123 -3.082
H 6.195 3.831 -2.572
H 5.011 4.490 -1.425
H 6.047 1.924 -1.369
H 6.273 -0.043 0.141
H 4.254 -1.435 0.567
C 1.571 3.485 0.667
C 1.751 2.446 1.753
O 1.751 2.764 2.925
O 1.943 1.222 1.299
H 1.266 4.433 1.103
H 0.842 3.146 -0.069
H 2.530 3.608 0.153
O -0.751 1.172 -0.260
C -1.491 1.121 0.783
O -1.055 0.644 1.860
C -2.898 1.613 0.673
C -3.735 1.548 1.777
C -5.051 1.975 1.674
C -5.529 2.466 0.465
C -4.687 2.534 -0.642
C -3.371 2.108 -0.538
H -3.345 1.152 2.708
H -5.707 1.914 2.535
H -6.557 2.796 0.384
H -5.059 2.916 -1.586
H -2.695 2.143 -1.386
N 0.944 -2.282 -2.383
C 0.735 -1.337 -1.652
H 1.390 -2.262 -3.286
```

Values from the calculation:
- spin multiplicity = 2
- largest force on an atom (eV/Å) = 1.5
- net charge = -1
- HOMO-LUMO gap (alpha / beta) (Eh) = 0.282 / 0.282
- molecular weight (g mol⁻¹) = 787.9
- ⟨S²⟩ = 0.751
- energy above the lowest of the compared OMol25 structures with the same formula, charge and spin (kcal per mole) = 0.0

Entry 2:
Below is 4 unconnected molecules or ions with the total composition C27H60BrN3O13, with properties calculated with ωB97M-V/def2-TZVPD.

XYZ file:
```
104
Properties=species:S:1:pos:R:3
C 6.119 -0.437 -0.319
O 4.935 -0.583 -1.181
C 4.369 0.760 -1.381
C 2.790 0.572 -1.900
C 2.050 2.034 -1.842
C 0.875 2.171 -0.703
C -0.559 1.700 -1.343
C -1.088 0.226 -0.859
N -0.215 -0.938 -1.275
N -2.440 0.010 -1.573
N -1.396 0.118 0.626
O 1.194 1.763 0.706
C 0.365 2.707 1.526
O 0.052 2.668 2.824
O -0.139 3.824 0.660
C 0.913 3.818 -0.410
Br 2.512 4.452 0.687
H 5.847 -0.734 0.787
H 7.035 -1.040 -0.750
H 6.391 0.720 -0.304
H 4.931 1.386 -2.216
H 4.328 1.420 -0.396
H 2.332 -0.249 -1.203
H 2.873 0.264 -3.032
H 1.597 2.225 -2.929
H 2.919 2.842 -1.737
H -0.471 1.659 -2.532
H -1.454 2.460 -1.136
H -0.757 -1.846 -1.322
H 0.458 -1.105 -0.468
H -2.336 -0.718 -2.319
H -2.786 0.915 -1.965
H -0.552 -0.116 1.194
H -1.856 0.986 1.000
H 0.717 4.513 -1.359
C 4.587 -3.843 -1.264
O 5.567 -4.368 -2.144
C 6.855 -3.782 -1.994
C 7.953 -4.832 -1.770
O 7.863 -5.621 -0.580
C 6.745 -6.510 -0.460
C 6.634 -7.630 -1.503
O 6.376 -7.119 -2.807
C 7.249 -7.615 -3.809
H 4.059 -3.015 -1.749
H 3.866 -4.636 -1.046
H 5.016 -3.510 -0.311
H 6.877 -3.053 -1.177
H 7.073 -3.247 -2.923
H 8.904 -4.291 -1.689
H 8.071 -5.476 -2.641
H 5.821 -5.936 -0.389
H 6.862 -6.987 0.521
H 5.787 -8.272 -1.236
H 7.540 -8.246 -1.475
H 8.243 -7.853 -3.422
H 7.368 -6.836 -4.570
H 6.804 -8.500 -4.280
C -6.850 -0.288 -1.401
O -6.463 -1.105 -2.495
C -7.118 -2.367 -2.536
C -7.799 -2.631 -3.887
O -8.863 -1.750 -4.260
C -8.530 -0.376 -4.497
C -7.560 -0.085 -5.649
O -6.255 -0.590 -5.385
C -5.713 -1.378 -6.432
H -6.171 -0.455 -0.557
H -6.768 0.757 -1.712
H -7.887 -0.466 -1.093
H -7.856 -2.469 -1.731
H -6.350 -3.131 -2.381
H -8.253 -3.627 -3.830
H -7.068 -2.702 -4.693
H -8.201 0.092 -3.568
H -9.482 0.112 -4.741
H -7.467 1.001 -5.762
H -7.972 -0.483 -6.584
H -6.481 -1.912 -6.999
H -5.051 -2.129 -5.985
H -5.120 -0.743 -7.103
C -1.246 6.068 9.717
O -0.860 5.251 8.624
C -1.515 3.988 8.583
C -2.195 3.725 7.231
O -3.259 4.605 6.858
C -2.927 5.980 6.622
C -1.956 6.271 5.469
O -0.651 5.765 5.734
C -0.109 4.977 4.686
H -0.568 5.901 10.561
H -1.164 7.112 9.406
H -2.283 5.890 10.026
H -2.252 3.887 9.387
H -0.747 3.225 8.738
H -2.649 2.728 7.289
H -1.465 3.654 6.426
H -2.598 6.447 7.550
H -3.879 6.467 6.377
H -1.864 7.356 5.357
H -2.368 5.873 4.535
H -0.877 4.444 4.120
H 0.552 4.227 5.134
H 0.483 5.612 4.016
```

Values from the calculation:
- spin multiplicity = 1
- largest force on an atom (eV/Å) = 9.7
- HOMO-LUMO gap (Eh) = 0.321
- molecular weight (g mol⁻¹) = 714.7
- SMILES = COCCC[C@@]1(CC(N)(N)N)OC(=O)O[C@H]1Br.COCCOCCOC.COCCOCCOC.COCCOCCOC